[1]
Formula: C5H11N2
Source: the Open Molecules 2025 dataset
Level of theory: ωB97M-V/def2-TZVPD

**HOMO-LUMO gap**: 12.2 eV
**Energy above the lowest of the compared OMol25 structures with the same formula, charge and spin**: 40.1 kcal per mole
**E_LUMO**: -3.41 eV
**Highest occupied orbital energy**: -0.575 Ha
**Electronic energy**: -306.31950 hartree
**Net charge**: +1

Last column: natural (NBO) charge in e.
Element x y z (Å)
H (2.6030, -2.6701, -2.5974)  0.28
H (-1.3699, 2.7107, 1.1574)  0.23
N (0.0923, 0.5592, 0.4773)  -0.42
C (0.2986, 0.8328, 1.9061)  -0.45
H (1.7953, -3.6946, -1.7885)  0.29
H (1.0769, -3.2045, -3.3480)  0.29
C (-0.6551, 1.2722, -0.2643)  0.30
C (-1.4521, 2.4832, 0.0354)  -0.70
H (-0.7487, 3.2389, -0.3990)  0.28
N (0.3114, -1.1201, -1.2397)  -0.49
H (-2.4610, 2.6214, -0.3033)  0.29
H (-0.6811, 0.9472, -1.3875)  0.25
H (0.0748, -0.1099, 2.3983)  0.24
C (1.6154, -2.8978, -2.4453)  -0.77
H (1.3094, 1.2103, 2.2238)  0.25
C (0.9886, -1.8822, -1.8197)  0.46
H (-0.3120, 1.7785, 2.1104)  0.22
H (0.5593, -0.2058, 0.0394)  0.45

=====

[2]
Formula: C4H9InO4
Source: the Open Molecules 2025 dataset
Level of theory: ωB97M-V/def2-TZVPD

**HOMO-LUMO gap**: 2.5 eV
**Energy above the lowest of the compared OMol25 structures with the same formula, charge and spin**: 0.0 kcal per mole
**E_LUMO**: -14.52 eV
**Highest occupied orbital energy**: -0.624 Ha
**Electronic energy**: -648.04359 hartree
**Net charge**: +2

Last column: natural (NBO) charge in e.
Element x y z (Å)
C (1.6601, 1.4829, 0.0801)  1.03
C (2.2421, 1.7763, -2.1765)  -0.26
O (2.2122, 1.2696, 1.2501)  -0.44
H (-4.1353, -3.6140, -0.9852)  0.38
H (1.6188, 0.9184, -2.4344)  0.18
H (1.6678, 2.6670, -2.4358)  0.20
O (0.4582, 1.4291, -0.1724)  -0.82
C (1.3494, 0.8385, 2.3144)  -0.26
H (0.8553, -0.0869, 2.0144)  0.17
H (-4.5077, -3.3501, 0.8332)  0.26
H (1.9728, 0.6505, 3.1788)  0.24
In (-2.0841, 0.5676, -0.6304)  1.10
H (-2.9518, -4.1035, 0.1412)  0.54
O (-3.0013, -2.2692, -0.0258)  -0.05
O (2.6113, 1.6690, -0.7943)  -0.44
H (3.1874, 1.7978, -2.7044)  0.24
H (0.6123, 1.6128, 2.5172)  0.20
C (-3.7675, -3.2558, 0.0296)  -0.26

=====

[3]
Formula: C26H33N2OS
Source: the Open Molecules 2025 dataset
Level of theory: ωB97M-V/def2-TZVPD

**HOMO-LUMO gap**: 7.1 eV
**Energy above the lowest of the compared OMol25 structures with the same formula, charge and spin**: 46.9 kcal per mole
**E_LUMO**: -3.64 eV
**Highest occupied orbital energy**: -0.395 Ha
**Electronic energy**: -1593.12859 hartree
**Net charge**: +1

Last column: natural (NBO) charge in e.
Element x y z (Å)
H (-0.0900, -2.6037, -3.0644)  0.15
C (-4.2470, -0.4350, 0.0000)  -0.66
H (-4.0487, 0.1547, 0.9104)  0.25
C (0.3107, -5.1644, -0.0637)  -0.03
C (-3.0091, -0.9002, -0.6773)  0.16
S (-0.9499, -0.9917, -2.1482)  0.62
H (-0.0725, -3.9604, 2.2675)  0.24
H (0.5710, 0.3705, -0.8659)  0.17
H (-1.9731, -1.3988, 2.1037)  0.25
C (1.6482, -3.7726, -4.7464)  -0.40
C (-3.4446, -0.1287, -3.0630)  -0.65
H (-4.7908, 0.2301, -0.6768)  0.25
H (1.0092, -0.9302, 5.1440)  0.23
C (0.3097, -0.6666, 1.8037)  -0.17
H (-0.1624, -7.2004, 2.6340)  0.22
H (3.1030, -3.2060, -1.6324)  0.21
C (1.5375, -0.1334, -0.6516)  -0.26
H (3.6517, -3.1879, -4.0936)  0.22
C (0.6312, -2.5876, 3.7911)  -0.20
C (-2.3713, -2.1070, 1.3650)  -0.42
H (3.1254, -4.7913, -3.5361)  0.21
C (-0.7281, -7.2913, -0.7212)  -0.20
C (0.5636, -5.7639, 1.1932)  -0.21
H (-3.4539, -2.1291, 1.4951)  0.23
H (2.1252, -2.0978, -2.5992)  0.16
H (0.7346, -3.3648, 4.5534)  0.23
C (0.3720, -2.0158, 1.4464)  -0.09
C (-0.1261, -6.9200, 1.5783)  -0.22
C (-2.6295, -0.6786, -1.9587)  -0.18
C (0.8975, -3.7594, -0.4538)  -0.10
H (-2.9846, 0.7545, -3.5181)  0.24
H (1.4162, -2.7335, -5.0243)  0.19
C (0.4246, -2.3906, -0.0576)  0.26
H (1.2939, -5.2920, 1.8572)  0.22
H (-1.9925, -3.1146, 1.5549)  0.25
H (-0.0297, 0.0934, 1.0947)  0.20
H (-3.5850, -0.8644, -3.8649)  0.25
N (-2.0720, -1.6583, 0.0087)  -0.31
C (0.3915, -4.4009, -4.1427)  -0.40
H (0.7584, 0.7810, 3.3359)  0.23
H (-1.2284, -8.6683, 0.8815)  0.23
C (0.0477, -3.6866, -2.8263)  -0.24
C (-0.7542, -7.7186, 0.6121)  -0.20
H (-4.9368, -1.2433, 0.2758)  0.24
H (0.5869, -5.4586, -3.9400)  0.21
C (0.3313, -2.9639, 2.4760)  -0.23
C (2.3398, -3.1568, -2.4196)  -0.19
H (-1.1405, -7.9165, -1.5194)  0.22
H (2.2150, 0.0909, -1.4906)  0.22
N (1.1463, -3.8384, -1.9265)  -0.47
C (0.6344, -0.2741, 3.1114)  -0.23
H (-0.4632, -4.3460, -4.8294)  0.21
C (-0.8896, -1.8505, -0.6639)  0.12
H (1.9539, -4.3263, -5.6426)  0.22
H (-0.9107, -4.0149, -2.3924)  0.21
O (1.4751, -1.5679, -0.6192)  -0.57
H (1.9307, -3.8342, -0.0540)  0.25
C (2.7904, -3.7644, -3.7326)  -0.41
C (-0.1808, -6.0478, -1.0441)  -0.20
H (-4.4411, 0.1520, -2.7166)  0.24
C (0.7885, -1.2401, 4.1165)  -0.20
H (-0.1135, -5.7778, -2.1027)  0.23
H (1.9966, 0.2575, 0.2707)  0.21

=====

[4]
Formula: C30H44I2N9O3PY
Source: the Open Molecules 2025 dataset
Level of theory: ωB97M-V/def2-TZVPD

**HOMO-LUMO gap (spin up / spin down)**: 6.0 / 6.0 eV
**Energy above the lowest of the compared OMol25 structures with the same formula, charge and spin**: 0.0 kcal per mole
**E_LUMO (spin up / spin down)**: -7.91 / -7.91 eV
**Highest occupied orbital energy (spin up / spin down)**: -0.512 / -0.512 Ha
**Electronic energy**: -2862.43183 hartree
**Net charge**: +3

Last column: Löwdin charge in e.
Element x y z (Å)
H (-0.3763, 4.3206, -3.2548)  0.09
C (0.3537, -2.7339, 3.5683)  -0.10
C (-1.9579, -3.5126, 0.8391)  -0.11
H (-0.2390, -4.3340, -2.5650)  0.13
H (-4.1021, 4.2321, -0.7356)  0.12
H (1.0315, 4.7820, 2.3807)  0.10
H (5.0479, -2.1750, -1.8986)  0.13
H (0.9149, 3.4091, -4.0209)  0.09
C (-3.5127, 2.3001, 0.1450)  -0.23
O (2.1096, -0.8147, -0.2901)  -0.39
H (-4.8205, 0.2293, 1.2896)  0.10
C (-2.8474, 1.0569, -0.3661)  -0.15
N (0.4676, 1.2707, -2.4919)  -0.09
H (-3.6183, -0.1413, 2.5352)  0.12
H (-1.3016, 1.2335, 2.4676)  0.12
H (-4.5467, 2.1657, 0.4509)  0.11
H (-1.7611, -2.7561, -1.5623)  0.12
C (-2.7998, 4.6289, 2.4702)  -0.59
H (3.4332, -4.1699, 0.2598)  0.13
I (-4.8924, 4.5126, 2.5880)  1.03
C (-0.1205, 3.3594, -3.6963)  0.01
C (-2.0972, 3.6176, 1.8157)  -0.31
H (1.0595, -3.2077, -2.1437)  0.10
H (-0.7538, -4.4652, 3.0596)  0.13
H (0.2340, -2.8830, -4.4814)  0.13
C (0.4741, -1.2935, 3.4374)  -0.06
O (3.4707, -2.8681, -1.1589)  -0.35
N (3.4792, -4.0014, 1.2896)  0.17
C (0.1597, 2.7897, 0.8647)  -0.09
H (-2.7065, 6.4618, 3.5822)  0.09
C (-0.0053, -3.2810, -2.3818)  -0.20
I (0.2794, 7.2443, 4.0516)  0.94
C (-0.7502, -3.6730, -0.0881)  -0.19
C (-2.4433, 3.4166, -1.7683)  0.01
C (4.8821, -0.7307, -0.4457)  -0.14
H (5.5242, -0.7581, 0.4314)  0.11
H (1.1143, -0.7404, 4.1099)  0.12
H (-2.3513, 4.2577, -2.4406)  0.12
H (-1.3901, -2.5976, -3.8636)  0.14
H (5.6364, -0.6923, -2.4242)  0.18
H (1.3074, 1.1483, 1.2261)  0.09
C (-1.6754, -2.7033, 2.1109)  -0.25
H (-0.7148, -4.7038, -0.4517)  0.13
H (-2.6135, -2.6736, 2.6854)  0.15
C (-1.5585, 2.2906, -1.8960)  -0.25
C (-0.2823, 0.8568, 2.4179)  -0.10
O (-2.7377, 2.4777, 1.4050)  -0.11
H (2.3699, -2.3020, 1.9618)  0.07
C (-0.6955, 3.6761, 1.7557)  -0.14
N (-1.2397, -1.3361, 1.7890)  -0.03
H (-0.6905, -0.5160, -3.9932)  0.14
C (1.3110, -0.6408, -3.7449)  -0.18
H (0.2676, 1.2678, 3.2655)  0.14
H (6.5569, -1.5997, -1.4169)  0.18
H (-2.7905, -3.0710, 0.2865)  0.11
C (-3.9277, -0.3481, 1.5078)  0.04
C (1.4658, 0.8809, -3.4768)  -0.17
N (-1.6503, -0.6574, 0.6363)  -0.08
N (0.3093, 1.3082, 1.1310)  -0.07
C (3.3273, -2.5205, 1.4844)  -0.14
H (4.1185, -2.1329, 2.1217)  0.12
H (1.0368, -3.2577, 4.2280)  0.11
C (-0.3582, 2.2668, -2.7013)  -0.26
H (4.6239, 0.3084, -0.6358)  0.11
H (1.1546, 3.2339, 0.8743)  0.12
H (-0.7614, 3.2244, -4.5711)  0.12
Y (-0.1520, -0.2480, -0.9085)  1.54
H (-2.2939, -4.4961, 1.1660)  0.13
C (-3.3990, 3.4147, -0.8285)  0.02
H (1.9969, -1.2186, -3.1190)  0.09
C (-0.7606, 5.7111, 3.0685)  -0.71
H (4.3696, -4.3600, 1.6346)  0.18
H (1.5527, -0.8597, -4.7878)  0.13
H (2.7430, -4.5379, 1.7525)  0.17
C (-0.3291, -2.4838, -3.6336)  -0.17
C (-0.3117, -0.6444, 2.5539)  -0.21
C (-0.6222, -3.3953, 2.9418)  -0.04
C (-2.8151, -0.0470, 0.5671)  -0.21
C (-2.1451, 5.6846, 3.0825)  -0.19
H (0.1760, -3.4860, 0.4676)  0.10
H (1.3411, 1.4239, -4.4128)  0.11
H (-4.1812, -1.4083, 1.4476)  0.10
N (5.5964, -1.3256, -1.6253)  0.16
C (-0.0496, 4.7231, 2.4062)  -0.11
H (-0.2224, 2.9029, -0.1476)  0.09
H (2.4715, 1.0847, -3.0996)  0.11
N (-0.7924, -2.7518, -1.2459)  -0.12
N (-0.0628, -1.0555, -3.4054)  -0.12
P (3.3002, -1.7164, -0.2041)  0.48
N (-1.8412, 1.1531, -1.2281)  0.01

=====

[5]
Formula: C4H18NO3
Source: the Open Molecules 2025 dataset
Level of theory: ωB97M-V/def2-TZVPD

**HOMO-LUMO gap**: 12.5 eV
**Energy above the lowest of the compared OMol25 structures with the same formula, charge and spin**: 31.9 kcal per mole
**E_LUMO**: -2.67 eV
**Highest occupied orbital energy**: -0.556 Ha
**Electronic energy**: -443.41665 hartree
**Net charge**: +1

Last column: natural (NBO) charge in e.
Element x y z (Å)
H (-1.0138, -0.0686, -0.4900)  0.47
C (0.7760, -0.8919, 1.8171)  -0.63
H (-2.9428, -1.4093, -0.8890)  0.49
C (-0.8341, 1.3367, 0.8225)  -0.26
H (-1.7236, 1.8208, 0.3954)  0.25
H (1.0615, 2.0427, 1.4191)  0.22
H (0.2028, -3.2184, -1.0365)  0.48
H (0.0256, -0.2872, 2.3007)  0.22
C (0.9400, -0.3891, 0.3516)  -0.23
H (3.4994, 1.3382, -1.2321)  0.49
H (-1.4043, 0.7767, 1.5779)  0.23
H (0.3608, -1.8979, 1.7999)  0.22
O (-0.5570, -2.7286, -0.7514)  -0.95
H (0.0297, 2.1394, 2.7054)  0.24
N (-0.1828, 0.4439, -0.1857)  -0.51
C (0.0201, 2.2993, 1.6304)  -0.65
H (1.0192, -1.2600, -0.2965)  0.25
H (2.7022, 1.5457, -2.5997)  0.49
H (-3.6186, -0.5363, -2.0178)  0.50
H (1.7701, -1.0391, 2.2038)  0.25
H (0.1639, 1.0429, -0.9361)  0.44
H (-0.8338, -3.3686, -0.0778)  0.48
H (-0.1956, 3.3546, 1.4784)  0.25
H (1.8665, 0.1736, 0.3176)  0.23
O (-2.9802, -0.5482, -1.3039)  -0.98
O (2.8349, 0.9905, -1.8289)  -0.97

=====

[6]
Formula: C42H53N10O17
Source: the Open Molecules 2025 dataset
Level of theory: ωB97M-V/def2-TZVPD

**HOMO-LUMO gap**: 7.4 eV
**Energy above the lowest of the compared OMol25 structures with the same formula, charge and spin**: 8.2 kcal per mole
**E_LUMO**: 0.53 eV
**Highest occupied orbital energy**: -0.251 Ha
**Electronic energy**: -3457.51138 hartree
**Net charge**: -1

Last column: Löwdin charge in e.
Element x y z (Å)
H (2.1438, 2.0381, 1.1844)  0.09
H (1.0815, -0.5169, 5.3180)  0.07
N (3.1149, -2.1620, 3.2012)  -0.18
C (4.7932, 1.8106, -1.0852)  -0.03
C (-0.0252, 6.5186, 1.5439)  0.07
O (5.0556, -0.8612, -7.0202)  0.09
H (0.0032, 2.8300, -1.2230)  -0.04
C (-0.8963, 2.4776, 5.4680)  -0.01
C (-1.2925, 6.7226, 0.6015)  -0.11
O (-2.8883, 4.2417, 4.4581)  0.12
H (-3.9333, -1.9689, 0.6344)  -0.02
C (-3.3858, -6.4501, 2.5229)  -0.05
H (1.8971, 0.0117, 0.0627)  0.15
O (-2.4979, -5.5939, 0.0728)  0.07
H (0.6459, 7.2949, 1.6050)  0.04
C (1.3104, -5.8188, -1.2820)  0.07
N (-1.5392, 7.9982, -0.0023)  -0.34
H (-2.9485, 5.5856, -0.2902)  0.08
H (2.6058, -3.6711, 4.8041)  0.08
H (-3.6246, -3.3007, 2.7999)  0.04
H (-3.2895, -4.2849, 4.1841)  0.10
H (-3.6722, -0.3323, -1.1508)  0.10
C (1.7696, -3.0993, -1.5708)  -0.07
C (3.4289, -3.0265, 4.4019)  -0.05
C (0.6178, -0.1559, -7.3978)  0.00
H (0.9436, 1.6040, -2.0134)  0.07
H (-3.5675, -6.4397, 3.7058)  0.13
H (1.1317, 1.8033, 6.5982)  0.12
O (4.3111, -7.4010, -2.6756)  0.03
N (3.1271, -7.2947, -2.2825)  -0.32
O (-4.0707, 2.2527, -1.8378)  0.00
C (0.8839, -4.3181, -1.1062)  0.02
H (3.5179, -2.2504, 5.4007)  0.14
C (2.8389, 2.5257, 0.4218)  -0.09
H (2.7073, -2.6012, 1.2495)  0.05
H (-0.9453, 4.3916, -4.3787)  0.14
H (2.5087, -0.3777, -3.8482)  0.04
C (3.4382, -4.7543, -2.6029)  0.07
C (-2.5063, -4.7504, 0.8808)  -0.31
H (-1.9395, 3.0307, 0.3429)  0.10
N (-0.8920, -0.5556, -0.0063)  -0.63
H (-1.0780, 0.3380, -6.0218)  0.08
C (-1.5516, 4.0102, 0.7026)  -0.05
H (0.1084, 0.0785, -8.2908)  0.04
C (2.1827, -0.4298, -4.8389)  0.09
O (2.3766, -8.3219, -1.9117)  -0.02
C (-0.0568, -0.0058, -5.9722)  -0.06
H (3.5560, 3.0719, 1.1200)  0.10
H (-6.9053, 0.3710, 2.7425)  0.03
H (0.8614, -6.6759, -1.0446)  0.03
H (-4.1885, -6.7540, 2.0126)  0.03
C (0.6553, -0.1963, -4.8275)  -0.06
H (4.6368, 1.9103, -2.1767)  0.08
H (0.2939, -0.1382, -3.8422)  0.06
O (-1.1573, 8.9617, 0.6790)  0.06
H (1.3161, -2.4454, 2.2343)  0.03
O (-5.8667, 3.1882, -0.8141)  0.04
H (1.4362, 4.9569, 2.3891)  0.05
H (-5.6975, -2.1511, 2.5124)  0.16
C (-5.0714, 1.1473, 0.0312)  -0.10
H (-2.4243, -6.9535, 2.1755)  0.11
H (-2.3099, 0.5046, 3.0308)  -0.04
C (-1.8560, 2.1927, 4.2483)  -0.02
C (0.3549, 0.2162, 4.9684)  -0.04
O (3.8191, -0.2363, 4.0809)  -0.02
C (2.6485, -5.9633, -2.0481)  -0.13
H (5.1967, 2.8207, -0.6189)  0.12
C (2.9059, -0.7445, -6.1528)  -0.08
O (-1.0287, -1.5204, 0.6630)  -0.02
H (-6.4996, 2.2392, 1.3974)  0.09
C (2.2733, -2.8011, 2.2109)  -0.07
C (-0.7566, 4.2442, -3.1974)  -0.07
O (-2.2138, 7.8980, -1.0933)  0.03
N (-5.0337, 2.2680, -0.9657)  -0.31
O (3.2828, -0.4451, -1.4107)  -0.05
H (2.4109, -4.0675, 2.1498)  0.17
C (-2.0806, 5.4468, 0.3419)  0.08
H (1.1624, -2.0881, -1.5016)  0.11
H (-1.8340, -3.6841, 3.3523)  0.11
C (0.2311, 1.5680, 5.8398)  -0.02
N (-2.9217, 3.2256, 3.9031)  -0.38
O (1.7887, 4.4220, -4.6342)  -0.10
H (0.0295, -4.3131, -0.3920)  0.06
C (0.5213, 5.0945, 1.8984)  0.01
H (-2.2787, -3.7034, 0.8428)  0.10
C (-5.5568, -1.0662, 1.8583)  -0.13
C (-6.2721, 0.0391, 2.0910)  -0.05
C (3.2137, -0.8211, 3.1998)  -0.37
C (-0.3535, 3.9185, 1.4527)  -0.11
H (4.4812, -4.9792, -3.0822)  0.13
H (5.4604, 0.9586, -0.7237)  0.11
C (-4.5141, -1.2506, 0.8467)  0.00
H (-1.0281, 3.3763, 6.0271)  0.06
O (-3.8086, 2.7881, 3.0949)  0.01
C (-0.5701, -0.1188, 3.9496)  -0.04
H (2.5992, 3.0266, -3.4454)  0.17
H (2.1682, 3.2514, 0.0277)  0.05
C (-1.7091, 0.8035, 3.6063)  0.10
C (0.1395, 2.3396, -2.0165)  -0.03
H (-0.8930, 1.6997, -2.1892)  0.15
N (3.5199, 1.5116, -0.3718)  -0.19
O (-0.4262, 0.4868, 0.5208)  -0.09
H (4.3384, -3.5150, 4.4456)  0.03
H (-0.4145, -0.9576, 3.4592)  0.02
O (4.6377, -1.8723, -5.2151)  0.06
H (3.4097, -2.5669, -2.8120)  0.05
C (-4.2704, -0.1244, -0.2304)  0.10
C (2.1545, -0.3767, -7.4503)  0.02
N (4.3020, -1.1982, -6.1658)  -0.42
H (2.6179, -0.5427, -8.5038)  0.11
H (-0.2937, 5.2626, -2.9493)  0.11
C (2.8336, 0.3610, -0.5749)  -0.32
C (2.9209, -3.3495, -2.2879)  -0.10
C (-2.9230, -4.0296, 3.1235)  -0.11
H (-1.6488, 4.0912, -2.6179)  0.07
O (-0.8241, -0.6350, -1.2478)  -0.07
N (-3.0336, -5.0985, 2.1884)  -0.23
H (-0.0800, 2.8881, 1.7330)  0.08
C (-5.9377, 1.3337, 1.2475)  0.08
C (1.5294, 3.6208, -3.6592)  -0.32
N (0.3444, 3.3718, -3.0839)  -0.19
H (2.6875, -0.3138, 2.2944)  0.15